No. 1
ORCA calculation (ωB97M-V with the def2-TZVPD basis set) on 5 unconnected molecules or ions with the total composition H12NO4 at a distorted geometry.

For the LUMO energy, the calculation gives -2.971 eV. As for the HOMO-LUMO gap: 0.4326 hartree. The value obtained for the HOMO energy is -14.7 eV.

```
! RIJCOSX wB97M-V def2-TZVPD def2/J DEFGRID3
* xyz 1 1
O 4.48849 0.83120 1.13205
H -2.39443 -2.05501 -2.45859
H -3.29588 1.62355 0.16069
H 1.77963 1.40818 1.63104
H -3.51124 0.40392 -0.84105
O -2.94685 0.78634 -0.18029
H 2.23198 0.30887 0.74277
H -1.78090 -0.35656 0.62019
N -0.77944 -0.73486 0.57223
H -1.66067 -0.85382 -2.97961
O -1.94412 -1.26522 -2.16977
H -0.57857 -1.03683 -0.41358
O 1.44000 0.85697 0.83483
H 0.04099 -0.16888 0.98750
H 5.24753 1.45739 1.12623
H -1.07430 -1.63012 0.98383
H 4.73779 0.42490 0.25153
*
```

No. 2
ORCA calculation (ωB97M-V with the def2-TZVPD basis set) on 5 unconnected molecules or ions with the total composition H12NO4 at a distorted geometry.

For the LUMO energy, the calculation gives -3.002 eV. As for the HOMO-LUMO gap: 0.4470 hartree. The value obtained for the HOMO energy is -15.2 eV.

```
! RIJCOSX wB97M-V def2-TZVPD def2/J DEFGRID3
* xyz 1 1
N -0.06823 0.67133 0.66180
H -0.24524 1.66363 0.55903
H 0.10641 0.20405 -0.24426
H -2.42774 -0.71775 2.42632
H 3.06484 0.89375 1.86008
H -0.44437 -1.03954 -5.02985
H -0.89199 0.28880 1.13380
H -0.23439 -0.82487 -2.46671
H -0.52243 0.41985 -4.65412
O 0.06171 -0.92084 -1.53873
H 2.08995 0.82389 3.11147
O -0.51646 -0.46492 -4.25857
O -1.52825 -0.74528 2.78423
H 0.71160 0.59513 1.35227
H -1.61413 -0.17951 3.57437
O 2.24648 1.21389 2.24802
H 0.21225 -1.88162 -1.51916
*
```

No. 3
ORCA calculation (ωB97M-V with the def2-TZVPD basis set) on 5 unconnected molecules or ions with the total composition H12NO4 at a distorted geometry.

For the LUMO energy (spin up / spin down), the calculation gives -8.360 / -15.705 eV. As for the HOMO-LUMO gap (spin up / spin down): 0.3206 / 0.0507 hartree. The value obtained for the HOMO energy (spin up / spin down) is -17.1 / -17.1 eV.

```
! RIJCOSX wB97M-V def2-TZVPD def2/J DEFGRID3
* xyz 2 2
H 0.38449 -2.03060 -0.04337
H -1.11786 -1.21601 0.46023
O 2.32405 1.19116 1.85507
N -0.07464 -1.19502 0.39024
H 0.03058 -0.32456 -0.13622
H 2.07755 2.04250 2.28589
O -2.37718 -0.04803 1.24232
O 1.33187 -3.35825 -0.56095
H 2.27108 -3.11852 -0.49668
H -1.17249 3.03900 -3.47847
H 3.27128 1.34333 1.75203
H -3.33050 0.03917 1.43444
H 1.27134 -4.30558 -0.76310
H -1.39562 4.56707 -3.37731
H 0.26251 -1.15992 1.35044
H -2.11266 0.82175 1.00336
O -1.64380 3.71253 -2.91793
*
```

Number 1: calculated total energy -362.6777 Eh, molecular weight 90.10 g mol⁻¹. Number 2: calculated total energy -362.7015 Eh, molecular weight 90.10 g mol⁻¹. Number 3: calculated total energy -362.1333 Eh, molecular weight 90.10 g mol⁻¹.